DFT (ωB97M-V/def2-TZVPD) results for a 5-piece molecular cluster, C41H67N2O13S overall.

Cartesian coordinates (Å):
C  -2.52978  4.42178  2.90795
C  -2.42441  3.10625  2.19677
O  -2.24790  2.09093  2.82171
N  -2.57494  3.07725  0.80143
C  -1.39914  3.59609  0.08347
C  -0.10784  2.79663  0.32553
C  0.54098  2.29740  -0.97897
C  1.70432  1.32064  -0.67922
C  1.60908  -0.01225  -1.37985
C  0.43324  -0.75326  -1.34212
C  -0.76871  -0.32458  -0.53707
O  -0.72359  -0.39462  0.64384
O  -1.78799  0.16051  -1.25305
C  -3.11012  -0.14037  -0.76090
C  -3.68517  -1.42677  -1.32179
C  -5.19772  -1.53467  -1.05437
S  -5.51212  -2.47187  0.43103
O  -4.78463  -3.69976  0.37626
O  -6.92154  -2.60371  0.61081
O  -4.86458  -1.57145  1.56209
C  0.33776  -1.96884  -2.00919
O  -0.79421  -2.71823  -1.93601
C  1.43028  -2.41427  -2.71732
N  2.57860  -1.71965  -2.75495
C  3.66145  -2.34202  -3.55393
C  4.10318  -3.67861  -2.93708
C  4.27672  -3.60682  -1.43887
O  5.19418  -2.56349  -1.13805
C  2.70293  -0.54647  -2.09561
C  4.01574  0.19999  -2.13010
O  3.98308  1.18410  -3.15117
C  4.43822  0.68251  -4.36386
C  5.77043  0.29143  -4.51052
C  6.26193  -0.26426  -5.68345
C  7.69182  -0.71006  -5.82396
C  5.36775  -0.42419  -6.74653
C  4.04133  -0.01590  -6.61594
C  3.54629  0.55249  -5.43746
C  2.08337  0.96826  -5.31761
C  1.39549  1.05592  -6.68508
C  1.93216  2.36691  -4.63925
H  -3.16370  5.14396  2.40328
H  -1.55322  4.85606  3.10597
H  -2.97202  4.21030  3.87593
H  -2.71627  2.09421  0.58934
H  -1.24990  4.60356  0.46963
H  -1.62377  3.71067  -0.97310
H  -0.27811  1.94532  0.97938
H  0.61066  3.42429  0.85131
H  0.91332  3.18698  -1.48046
H  -0.21922  1.83849  -1.60316
H  1.74311  1.12571  0.39278
H  2.61854  1.84157  -0.92062
H  -3.73813  0.68713  -1.08445
H  -3.15519  -0.15411  0.32560
H  -3.22372  -2.26444  -0.80683
H  -3.52450  -1.51477  -2.39179
H  -5.63197  -2.15191  -1.83141
H  -5.69134  -0.56960  -0.97161
H  -5.20006  -0.66356  1.42578
H  -1.14336  -2.84439  -2.82651
H  1.37760  -3.35491  -3.23989
H  3.31257  -2.46952  -4.57220
H  4.52988  -1.70547  -3.60339
H  5.04368  -3.98803  -3.38171
H  3.37068  -4.45088  -3.17121
H  3.32269  -3.43660  -0.93400
H  4.66667  -4.55649  -1.07685
H  5.66205  -2.76442  -0.32445
H  4.84841  -0.48743  -2.20984
H  4.17386  0.71595  -1.19415
H  6.42322  0.43932  -3.65932
H  8.01114  -1.15037  -4.88050
H  7.74749  -1.51059  -6.55356
H  8.35910  0.10588  -6.08050
H  5.72417  -0.87917  -7.65833
H  3.40191  -0.17036  -7.46861
H  1.53103  0.22295  -4.73592
H  2.03483  1.62480  -7.35862
H  1.24833  0.08454  -7.15237
H  0.44602  1.57105  -6.60914
H  2.90504  2.84472  -4.61741
H  1.25582  2.98929  -5.21172
H  1.58536  2.25396  -3.61861
C  6.34540  3.23325  -3.07361
C  7.54046  3.84010  -3.77377
O  7.62373  3.83807  -4.97865
C  8.61616  4.44156  -2.90233
H  5.65473  2.84406  -3.81008
H  6.66906  2.41759  -2.42374
H  5.83305  3.99299  -2.48028
H  9.03235  3.68019  -2.24039
H  8.20118  5.25108  -2.29995
H  9.41036  4.83808  -3.52994
C  -6.72137  1.04376  4.51120
C  -5.38777  1.34824  3.89220
O  -5.19936  1.24673  2.69529
C  -4.28552  1.78450  4.82156
H  -7.42122  0.74301  3.73380
H  -6.62326  0.23078  5.23179
H  -7.10998  1.92892  5.01662
H  -4.09381  1.00271  5.55772
H  -4.57735  2.69956  5.33960
H  -3.37578  1.96620  4.25228
C  -8.70924  -2.81224  6.88107
C  -7.62273  -1.97334  7.50698
O  -7.29248  -0.90988  7.02618
C  -6.96960  -2.51586  8.74860
H  -9.09420  -2.30961  5.99654
H  -8.30904  -3.78499  6.59219
H  -9.52422  -2.95712  7.59146
H  -6.49534  -3.47180  8.53433
H  -7.71554  -2.64699  9.53494
H  -6.20975  -1.82026  9.09294
C  -2.66836  -1.99417  7.91884
C  -2.94394  -3.20459  8.77936
O  -4.06736  -3.62207  8.93615
C  -1.75490  -3.86570  9.43276
H  -3.60534  -1.61825  7.51244
H  -2.19876  -1.21051  8.51539
H  -2.00526  -2.26339  7.09522
H  -1.24802  -3.15826  10.09069
H  -1.05445  -4.21164  8.67114
H  -2.09115  -4.71739  10.01911

For the HOMO energy, the calculation gives -10.60 eV. The LUMO energy comes out at -0.14144 Ha. As for the spin multiplicity: 1. For the frontier orbital gap, the calculation gives 6.75 eV. As for the total charge: +1.

***

DFT (ωB97M-V/def2-TZVPD) results for C4H2ErO2 as an isolated structure.

Cartesian coordinates (Å):
H  -2.23387  -0.55862  -1.27021
O  -3.06451  0.97979  0.72004
C  -2.37305  0.26162  0.15133
C  -1.29435  0.10866  -0.75029
C  -0.08761  -0.14329  -0.34472
C  1.15028  -0.39436  0.14337
O  2.14924  0.38678  0.05055
Er  4.54760  0.65434  0.52092
H  1.20628  -1.29492  0.77902

For the HOMO energy (alpha / beta), the calculation gives -23.01 / -21.17 eV. The calculation puts the energy above the lowest of the compared OMol25 structures with the same formula, charge and spin at 0.000 eV. The LUMO energy (alpha / beta) comes out at -0.53086 / -0.56472 Ha. As for the spin multiplicity: 4. For the frontier orbital gap (alpha / beta), the calculation gives 8.57 / 5.81 eV. As for the total charge: +3.

***

DFT (ωB97M-V/def2-TZVPD) results for one molecule with the formula CHCl3.

Cartesian coordinates (Å):
C  0.01710  -0.04745  0.10181
Cl  1.14890  1.25477  0.30891
Cl  0.42787  -1.04111  -1.30964
Cl  -1.63168  0.57157  -0.03612
H  0.03781  -0.73779  0.93505

For the HOMO energy, the calculation gives -11.17 eV. The calculation puts the energy above the lowest of the compared OMol25 structures with the same formula, charge and spin at 0.017 eV. The LUMO energy comes out at 0.02770 Ha. As for the structure (SMILES): ClC(Cl)Cl. As for the spin multiplicity: 1. For the frontier orbital gap, the calculation gives 11.92 eV. As for the total charge: 0.

***

DFT (ωB97M-V/def2-TZVPD) results for C31H44BrFeN3OP2 as an isolated structure.

Cartesian coordinates (Å):
C  -0.71168  6.76344  -3.35773
C  -0.86863  5.36286  -3.45258
C  -1.16691  4.86410  -4.76899
C  -1.21558  5.74776  -5.87068
N  -1.02816  7.06274  -5.70899
C  -0.77518  7.58756  -4.50496
C  -0.75007  4.56021  -2.24419
C  -0.89812  3.74057  -1.33639
C  -1.21059  2.46036  -0.90636
C  -0.07078  1.60177  -1.07556
C  -0.32658  0.19762  -1.05888
C  -1.47702  -0.13194  -0.25014
C  -2.64223  0.63261  -0.22269
C  -2.46657  1.96706  -0.56951
Fe  1.02856  1.37226  0.60214
P  2.28794  -0.96848  0.89313
H  -1.38880  3.81020  -4.93708
H  -0.57331  7.21344  -2.37674
H  -1.42155  5.37394  -6.89322
H  -0.62552  8.67796  -4.40657
H  -3.31712  2.62874  -0.50753
H  0.97215  2.03024  -1.22008
H  -3.63931  0.21295  0.02019
H  0.11019  -0.49966  -1.77849
C  2.10190  -2.43136  2.01239
C  2.74151  -3.76764  1.65090
H  1.02422  -2.56423  2.17555
H  2.52248  -2.05833  2.95587
H  2.65744  -4.44797  2.50512
H  2.25421  -4.27483  0.81350
H  3.80685  -3.68679  1.42396
C  2.61475  -1.78266  -0.74464
C  3.18113  -0.82956  -1.78067
H  1.65042  -2.20404  -1.07585
H  3.27998  -2.64086  -0.52428
H  2.94587  -1.21270  -2.78239
H  2.73837  0.17604  -1.71124
H  4.27084  -0.74722  -1.69351
C  3.90774  -0.30480  1.38589
C  5.09432  -1.22790  1.19251
H  3.78597  -0.03852  2.44298
H  4.04853  0.62563  0.82497
H  6.02256  -0.67129  1.31755
H  5.12986  -2.03783  1.91977
H  5.14887  -1.67725  0.20116
Br  -1.13285  -1.37888  1.14567
P  -2.36604  -3.28199  -1.50126
C  -0.58982  -3.42042  -1.05351
C  0.02321  -4.72361  -1.55511
H  -0.47821  -3.37003  0.04205
H  -0.09731  -2.53178  -1.46521
H  1.10976  -4.61932  -1.69885
H  -0.14313  -5.52811  -0.82306
H  -0.45648  -4.99991  -2.50350
C  -3.42264  -3.10724  0.01114
C  -4.74387  -3.86100  -0.15848
H  -3.60222  -2.04761  0.23352
H  -2.85320  -3.50736  0.86224
H  -5.20541  -4.03917  0.81965
H  -5.46662  -3.29217  -0.75732
H  -4.56568  -4.82515  -0.65185
C  -2.55541  -1.75166  -2.47435
C  -2.95991  -1.97408  -3.92923
H  -1.59936  -1.22853  -2.46706
H  -3.29132  -1.11032  -1.98189
H  -3.26197  -1.03379  -4.39545
H  -2.11191  -2.35263  -4.50082
H  -3.79787  -2.66913  -3.99955
N  -0.69878  1.41410  7.46078
C  -0.97624  0.98500  6.17226
O  -1.85584  0.16922  5.92114
C  -0.07621  1.51561  5.08745
C  1.07511  2.26456  5.36914
C  1.94258  2.63634  4.34235
C  1.59946  2.25182  3.04387
N  0.49662  1.52155  2.74994
C  -0.32184  1.15331  3.74592
H  -1.44192  1.23216  8.11452
H  -0.18394  2.29212  7.61489
H  1.33122  2.52137  6.39280
H  2.84353  3.22547  4.51626
H  2.24625  2.48746  2.18496
H  -1.16470  0.51960  3.50833

For the HOMO energy (alpha / beta), the calculation gives -13.19 / -12.74 eV. The calculation puts the energy above the lowest of the compared OMol25 structures with the same formula, charge and spin at 0.656 eV. The LUMO energy (alpha / beta) comes out at -0.22279 / -0.32215 Ha. As for the spin multiplicity: 5. For the frontier orbital gap (alpha / beta), the calculation gives 7.13 / 3.97 eV. As for the total charge: +2.

***

no.,energy (eV)
1,-84030.1830
2,-35856.3077
3,-38620.3378
4,-162365.3164